1.
An isolated ion of composition C2H3N2O2 and charge +1, computed with the ωB97M-V functional and the def2-TZVPD basis.

Output
- energy relative to the best compared isomer or geometry (same formula, charge and spin) (kJ/mol) = 80.6
- gap between HOMO and LUMO (Ha) = 0.4197
- E (Ha) = -337.7075
- molar mass (g mol⁻¹) = 87.058
- HOMO (eV) = -16.792

The geometry in ORCA input format:
```
! wB97M-V def2-TZVPD RIJCOSX def2/J DEFGRID3
* xyz 1 1
O 1.251 2.101 0.319
O 3.738 -0.433 -0.582
N -0.053 0.508 -0.692
N 1.814 -0.301 0.793
C 0.849 1.003 0.117
C 2.851 -0.393 0.094
H -0.667 1.082 -1.266
H 1.757 -0.378 1.852
H -0.287 -0.476 -0.433
*
```



2.
C32H49N2O6PS2SiV as an isolated structure, computed with the ωB97M-V functional and the def2-TZVPD basis.

Output
- energy relative to the best compared isomer or geometry (same formula, charge and spin) (kJ/mol) = 0.0
- gap between HOMO and LUMO (spin up / spin down) (Ha) = 0.2826 / 0.3200
- E (Ha) = -4181.2878
- molar mass (g mol⁻¹) = 731.890
- HOMO (spin up / spin down) (eV) = -7.190 / -8.211

The geometry in ORCA input format:
```
! wB97M-V def2-TZVPD RIJCOSX def2/J DEFGRID3
* xyz 0 4
V 0.088 0.741 0.270
S 0.717 2.204 2.488
S -0.079 -1.678 -0.332
P 2.595 0.620 0.276
Si -2.078 -1.214 -0.187
O -3.021 -2.245 0.658
O 0.249 2.897 3.648
O -2.865 -0.933 -1.605
O -2.067 0.331 0.508
O 0.211 2.727 1.191
O 0.461 0.746 2.456
N -0.263 1.150 -1.910
N 1.616 3.544 -1.147
C -2.559 -3.140 -2.605
C -1.956 -4.217 1.548
C 3.092 -0.073 -2.302
C 2.659 -1.634 1.875
C 4.250 1.933 -1.666
C 3.044 3.257 3.401
C 5.238 2.819 2.529
C -3.297 2.180 -0.424
C -4.835 -2.192 -2.145
C -2.764 -2.968 1.878
C 4.685 1.985 1.570
C -3.371 -1.158 -3.898
C 3.309 1.794 1.487
C 4.548 -1.435 0.397
C 3.579 0.051 -3.595
C -3.402 -1.871 -2.553
C -2.911 1.969 2.044
C 5.079 -2.605 0.920
C 4.415 3.461 3.441
C -2.021 -2.086 2.875
C 3.427 0.867 -1.325
C -4.134 -3.349 2.419
C 4.404 -3.288 1.921
C 4.737 2.056 -2.960
C 4.403 1.118 -3.927
C -4.493 0.425 0.899
C 3.196 -2.800 2.399
C 2.494 2.429 2.433
C 0.215 2.284 -2.731
C 0.376 3.562 -1.918
C 3.335 -0.941 0.871
C -3.203 1.221 0.754
H -4.848 -2.643 -1.153
H 2.662 -3.333 3.175
H -0.985 -3.946 1.135
H 1.491 3.962 -0.235
H 4.784 1.218 -4.935
H -4.034 -3.933 3.336
H -2.701 1.268 2.852
H 0.066 0.269 -2.297
H -2.493 -4.826 0.818
H -5.433 -1.279 -2.123
H -5.288 -2.885 -2.856
H 2.442 -0.905 -2.046
H -3.939 -0.228 -3.843
H -2.056 2.632 1.931
H -3.805 -1.786 -4.678
H -2.341 -0.924 -4.174
H -4.676 -3.945 1.683
H -1.278 1.085 -1.974
H 5.335 1.457 0.882
H -1.868 -2.628 3.810
H -2.370 2.747 -0.517
H -2.593 -1.183 3.093
H -2.575 -3.656 -1.643
H 6.019 -2.985 0.541
H -2.956 -3.817 -3.363
H -0.469 2.456 -3.567
H 1.188 2.016 -3.149
H -0.463 3.656 -1.227
H 4.839 4.109 4.197
H -3.778 2.571 2.321
H 4.497 2.685 -0.928
H 5.379 2.891 -3.214
H 0.319 4.419 -2.599
H 1.711 -1.260 2.239
H 5.078 -0.913 -0.390
H -4.721 -2.456 2.639
H 3.313 -0.686 -4.342
H 2.360 4.022 -1.637
H 6.311 2.954 2.572
H 2.388 3.725 4.120
H -3.486 1.630 -1.348
H -1.803 -4.815 2.449
H -1.523 -2.904 -2.848
H -1.045 -1.789 2.486
H -4.111 2.889 -0.267
H -4.713 -0.156 0.004
H 4.818 -4.203 2.326
H -4.439 -0.253 1.749
H -5.313 1.125 1.068
*
```



3.
A 2-piece molecular cluster, C3H2 overall, computed with the ωB97M-V functional and the def2-TZVPD basis.

Output
- energy relative to the best compared isomer or geometry (same formula, charge and spin) (kJ/mol) = 249.1
- gap between HOMO and LUMO (spin up / spin down) (Ha) = 0.2669 / 0.2705
- E (Ha) = -115.1712
- molar mass (g mol⁻¹) = 38.049
- HOMO (spin up / spin down) (eV) = -8.557 / -10.577

The geometry in ORCA input format:
```
! wB97M-V def2-TZVPD RIJCOSX def2/J DEFGRID3
* xyz 0 3
C -0.234 -1.846 0.989
C -0.115 0.497 -0.060
C -0.201 -0.667 0.489
H -0.450 1.495 0.105
H 0.999 0.522 -1.523
*
```



4.
A 2-piece molecular cluster, C5H13N overall, computed with the ωB97M-V functional and the def2-TZVPD basis.

Output
- energy relative to the best compared isomer or geometry (same formula, charge and spin) (kJ/mol) = 147.9
- gap between HOMO and LUMO (spin up / spin down) (Ha) = 0.0999 / 0.3456
- E (Ha) = -252.9452
- molar mass (g mol⁻¹) = 87.166
- HOMO (spin up / spin down) (eV) = 1.440 / -5.255

The geometry in ORCA input format:
```
! wB97M-V def2-TZVPD RIJCOSX def2/J DEFGRID3
* xyz -1 2
N -1.608 -2.051 -0.368
C -1.568 -0.635 -0.683
C 0.445 2.042 1.141
C 1.865 1.701 -0.926
C 1.572 1.507 0.517
C -0.823 -2.412 0.802
H 0.005 -1.714 0.970
H -1.437 -2.414 1.709
H 2.307 0.970 1.108
H -0.323 2.488 0.503
H -1.745 -0.036 0.199
H -2.293 -0.374 -1.467
H 2.662 2.456 -1.144
H 2.186 0.777 -1.423
H -1.377 -2.619 -1.167
H -0.358 -3.383 0.659
H -0.615 -0.278 -1.113
H 0.992 2.063 -1.478
H 0.113 1.913 2.163
*
```



5.
A 2-piece molecular cluster, C17H31F3N2O5 overall, computed with the ωB97M-V functional and the def2-TZVPD basis.

Output
- gap between HOMO and LUMO (Ha) = 0.3793
- E (Ha) = -1451.6310
- molar mass (g mol⁻¹) = 400.438
- HOMO (eV) = -9.791

The geometry in ORCA input format:
```
! wB97M-V def2-TZVPD RIJCOSX def2/J DEFGRID3
* xyz 0 1
F 4.731 0.947 2.014
F 5.690 1.848 0.250
F 4.573 3.099 1.661
O -5.724 -0.726 3.038
O 0.984 0.277 -0.410
O -3.033 -1.453 1.448
O -2.287 -0.600 -2.492
O 3.258 2.707 -0.714
N -1.847 -0.415 -0.219
N -1.527 0.586 0.717
C -5.761 0.477 3.795
C -2.744 -2.699 -0.566
C -2.331 0.091 -1.479
C 4.091 -2.859 -0.614
C 1.992 0.589 -2.483
C 2.059 -1.658 -1.472
C 3.312 1.669 0.219
C 0.690 -0.476 0.733
C -0.366 0.251 1.534
C -2.870 1.495 -1.462
C 3.221 0.503 -3.394
C 2.789 -2.593 -0.548
C 2.125 -0.154 -1.150
C 4.585 1.882 1.046
C -2.596 -1.494 0.316
C 3.384 0.266 -0.386
C -5.988 1.693 2.913
H 0.298 -1.462 0.491
H 2.221 -3.066 0.240
H 1.697 1.615 -2.310
H -2.328 0.830 1.282
H -4.827 0.584 4.358
H -1.772 -2.931 -0.983
H 1.160 0.118 -2.998
H -5.179 1.795 2.184
H -3.131 -3.510 0.029
H 3.846 1.384 -3.314
H 4.555 -3.458 0.149
H -4.996 -0.655 2.412
H 2.413 -1.848 -2.478
H 3.589 -0.400 0.442
H -3.467 1.655 -0.573
H -6.033 2.608 3.506
H -2.031 2.175 -1.413
H 2.916 0.382 -4.424
H -3.413 -2.498 -1.392
H 4.716 -2.520 -1.425
H -3.453 1.653 -2.354
H 3.736 2.452 -1.502
H 1.009 -1.933 -1.486
H -0.640 -0.388 2.373
H 3.832 -0.362 -3.163
H 1.549 -0.611 1.391
H 4.277 0.237 -1.001
H -6.576 0.369 4.509
H 0.058 1.185 1.886
H 2.484 1.758 0.910
H -6.919 1.590 2.357
*
```



6.
A 2-piece molecular cluster, C4H13N2O overall, computed with the ωB97M-V functional and the def2-TZVPD basis.

Output
- energy relative to the best compared isomer or geometry (same formula, charge and spin) (kJ/mol) = 178.1
- gap between HOMO and LUMO (Ha) = 0.4037
- E (Ha) = -344.6990
- molar mass (g mol⁻¹) = 105.161
- HOMO (eV) = -13.837

The geometry in ORCA input format:
```
! wB97M-V def2-TZVPD RIJCOSX def2/J DEFGRID3
* xyz 1 1
O -2.318 -2.889 0.177
N 0.006 -1.258 -0.284
N 0.880 1.104 1.297
C 0.924 1.987 2.186
C 1.188 1.475 -0.087
C -0.044 1.096 -0.926
C 0.163 -0.304 -1.465
H -3.130 -3.071 -0.319
H 0.522 -2.136 -0.299
H 2.041 0.870 -0.364
H 0.560 1.764 3.176
H -1.001 -1.408 -0.203
H -0.921 1.048 -0.282
H 1.120 -0.483 -1.953
H 1.344 2.973 2.081
H 0.344 -0.798 0.583
H 1.426 2.529 -0.254
H -2.369 -3.499 0.928
H -0.280 1.760 -1.756
H -0.455 -0.760 -2.234
*
```